Record 1
{
  "formula": "C17H27FN2O2S",
  "method": "ωB97M-V/def2-TZVPD",
  "e_tot_ha": -1421.93674,
  "orbital_gap_ev": 9.5055,
  "spin_multiplicity": 1,
  "lumo_ha": 0.0179,
  "symbols": ["C", "C", "C", "C", "C", "N", "C", "O", "C", "C", "C", "F", "C", "C", "C", "C", "C", "N", "C", "H", "H", "H", "H", "H", "H", "H", "H", "H", "H", "H", "H", "H", "H", "H", "H", "H", "H", "H", "H", "H", "C", "S", "O", "C", "H", "H", "H", "H", "H", "H"],
  "xyz": [[4.2324, 1.3077, 0.4069], [3.7472, 2.7894, 0.0664], [2.6058, 2.7486, -1.0252], [1.1382, 2.7615, -0.4606], [0.9034, 1.8829, 0.8073], [-0.1223, 2.3506, 1.8037], [-1.1953, 1.4270, 2.0370], [-1.9519, 1.4509, 2.9731], [-1.1457, 0.3527, 0.8439], [-2.1239, 0.9921, -0.2063], [-2.1716, 0.2835, -1.6050], [-1.9229, 2.3736, -0.4327], [0.4030, 0.3754, 0.6219], [1.0734, -0.5287, -0.4478], [1.6942, -1.7715, 0.0415], [2.3683, -2.6103, -0.9420], [2.3751, -2.1478, -2.3146], [1.7995, -1.0261, -2.8077], [1.1854, -0.2621, -1.8695], [3.9208, 0.5781, -0.3890], [5.3426, 1.2477, 0.5530], [3.7829, 0.9278, 1.3677], [4.6362, 3.3198, -0.3593], [3.3524, 3.3066, 0.9773], [2.7161, 3.6898, -1.6372], [2.8200, 1.8973, -1.7144], [0.9022, 3.8219, -0.1710], [0.3880, 2.4847, -1.2507], [1.7808, 1.7136, 1.4896], [0.3678, 2.6701, 2.6366], [-1.6139, -0.5641, 1.2909], [-3.1588, 0.8892, 0.2299], [-1.3586, 0.6850, -2.2513], [-3.1476, 0.5878, -2.0785], [-2.1555, -0.8227, -1.4774], [0.7763, -0.0742, 1.5897], [1.6430, -1.9941, 1.1270], [2.8749, -3.5395, -0.6069], [2.9165, -2.7938, -3.0507], [0.7286, 0.6901, -2.2337], [-4.5023, -1.9144, 1.1754], [-3.0451, -2.9732, 1.1162], [-2.2661, -2.5935, -0.0962], [-3.9303, -4.4947, 0.7315], [-4.1765, -0.8925, 1.3686], [-5.0295, -1.9535, 0.2209], [-5.1586, -2.2423, 1.9823], [-4.4926, -4.3723, -0.1950], [-4.6051, -4.7398, 1.5527], [-3.2008, -5.2946, 0.6114]],
  "forces_ev_per_angstrom": [[-0.1993, 0.0747, 0.5835], [-0.1202, -1.2195, -0.4853], [0.3496, 0.8030, -0.0370], [-0.0622, 0.2205, 0.4060], [-0.6256, -1.6810, 1.0356], [-0.1500, -0.7806, -0.0771], [1.6886, 0.1779, -1.0245], [0.1191, 0.0049, -0.3152], [-0.4772, 2.6116, 0.9820], [-0.8812, -1.6482, -0.8597], [-0.5722, 0.8397, 0.3847], [0.1675, -0.8676, 0.3878], [0.4974, -0.9501, 0.1349], [1.0228, -1.7216, -0.4752], [-0.0234, 1.0381, -2.6776], [-1.1812, 2.1674, 0.4518], [0.3713, -1.0984, 0.7821], [0.0231, -0.4885, 2.3439], [-0.4398, 0.3570, 1.1696], [0.4090, 0.7369, 0.6431], [-0.9562, 0.1021, -0.2499], [0.3615, 0.3632, -0.8863], [-0.8918, -0.1615, 0.4993], [0.6417, -0.2681, -0.7047], [-0.2362, -0.9516, 0.4331], [-0.3623, 0.5737, 0.5290], [0.1566, -0.9548, -0.1882], [0.7423, 0.3250, 0.7536], [-0.1447, 0.7440, -1.4262], [-0.8345, 0.2340, -0.0292], [0.8040, 0.6699, -0.9154], [1.0177, 0.3149, -0.1804], [-0.5295, -0.5861, 0.4738], [0.9582, -0.3611, 0.3227], [0.1959, 0.8602, -0.1908], [-0.4218, 0.2310, -0.9214], [0.1273, -0.0399, -0.9273], [-0.4090, 0.7738, -0.5811], [-0.5861, 0.7146, 0.5879], [0.5057, -1.0248, 0.1741], [-0.0895, 0.0472, -0.0876], [-0.0863, -0.0814, 0.0532], [-0.1677, -0.1197, 0.0688], [-0.0627, -0.0639, -0.0641], [0.0644, -0.0741, 0.0552], [0.0770, -0.0511, -0.0158], [0.0674, -0.0050, 0.0131], [0.0530, 0.0744, 0.0071], [0.0480, 0.0408, 0.0162], [0.0417, 0.0981, 0.0275]]
}

Record 2
{
  "formula": "C17H27N2",
  "method": "ωB97M-V/def2-TZVPD",
  "e_tot_ha": -773.18692,
  "orbital_gap_ev": 9.7451,
  "spin_multiplicity": 1,
  "charge": 1,
  "lumo_ha": -0.1002,
  "symbols": ["C", "C", "C", "N", "C", "C", "C", "C", "C", "C", "C", "C", "C", "H", "H", "H", "H", "H", "H", "H", "H", "H", "H", "H", "H", "H", "H", "H", "H", "C", "C", "C", "N", "C", "C", "H", "H", "H", "H", "H", "H", "H", "H", "H", "H", "H"],
  "xyz": [[2.7041, -3.3450, -0.7248], [1.3541, -3.4512, -0.0198], [0.9931, -2.2076, 0.7890], [1.0208, -1.0290, -0.1258], [0.4244, 0.1898, 0.3699], [0.8265, 1.3071, -0.5588], [1.0324, 1.1774, -1.9541], [1.3839, 2.3212, -2.6981], [1.4773, 3.5680, -2.0306], [1.4046, 3.6633, -0.6264], [1.0197, 2.5280, 0.0913], [2.4993, -0.8958, -0.4646], [2.9505, -2.0001, -1.4068], [3.4863, -3.4281, 0.0427], [2.8120, -4.1608, -1.4351], [0.5541, -3.6445, -0.7386], [1.3484, -4.3119, 0.6579], [0.0242, -2.3123, 1.3027], [1.7890, -2.0422, 1.5603], [0.7108, 0.4137, 1.4636], [0.9669, 0.2090, -2.4878], [1.6797, 2.2320, -3.7562], [1.6906, 4.4604, -2.6209], [1.7173, 4.5631, -0.0522], [0.8840, 2.5608, 1.1820], [2.7322, 0.0592, -0.9378], [3.0694, -0.9649, 0.4881], [4.0220, -1.8631, -1.6170], [2.4434, -1.9566, -2.3849], [-4.2250, 0.6871, 1.3816], [-3.1088, 1.0291, 2.3662], [-1.7048, 1.2615, 1.8150], [-1.3188, 0.6171, 0.4987], [-2.3495, -0.3010, -0.1637], [-3.7196, -0.4387, 0.4817], [-5.1013, 0.3187, 1.9468], [-4.5369, 1.5688, 0.7961], [-3.3804, 1.8840, 3.0079], [-3.1092, 0.1899, 3.0675], [-1.5678, 2.3463, 1.7048], [-0.9765, 0.9369, 2.5432], [-1.3830, 1.4425, -0.1201], [-2.5022, 0.0774, -1.1848], [-1.8518, -1.2607, -0.2652], [-3.7483, -1.3182, 1.1235], [-4.4369, -0.6805, -0.3064]],
  "forces_ev_per_angstrom": [[0.3920, 0.1117, 0.3402], [-0.5045, -0.1674, 0.1140], [0.3132, 0.4223, 0.0936], [-0.9741, -0.0985, 0.9676], [1.7524, 0.6348, 0.2183], [-0.1203, 0.5748, 0.1837], [-0.0539, 0.4354, -0.2776], [-0.1244, 0.0836, 1.0452], [0.5343, -0.2017, 0.1003], [0.0048, -0.0638, -0.1634], [0.2302, 0.1998, -0.3219], [-0.0636, 0.6223, -0.3964], [-0.3702, -0.3162, -0.0110], [-0.0722, -0.2888, -0.1418], [0.1356, -0.1365, 0.0761], [-0.0018, 0.1186, -0.0857], [0.1152, 0.0758, -0.0874], [0.2323, 0.0736, -0.3161], [-0.6777, -0.1603, -0.1725], [-0.7582, -0.3266, -1.4162], [-0.0406, 0.6208, 0.6666], [-0.5465, 0.1338, 0.6022], [0.1340, -0.2578, 0.2198], [-0.5950, -0.5268, -0.8221], [0.2633, 0.1273, -0.5144], [-0.1611, -0.1985, 0.3983], [-0.2352, 0.1255, -0.4391], [-0.2734, -0.0617, 0.1366], [-0.0555, 0.2075, 0.3924], [0.2560, 0.6408, -0.5926], [-0.7191, -0.5201, 0.8273], [0.1979, 0.2902, 0.2592], [-0.8906, 0.0517, -0.9887], [0.4223, -0.0270, -0.4411], [-0.6042, -0.6750, 0.6779], [0.4014, 0.3295, -0.3615], [0.0752, -0.2459, 0.1736], [0.1947, -0.1327, -0.4362], [0.3685, -0.0910, -0.0282], [0.1527, -0.3600, -0.2444], [0.1882, -0.1048, 0.2811], [0.8142, -0.7386, 0.1826], [0.3607, 0.0299, 0.3149], [-0.1204, -0.1779, 0.0058], [0.3246, -0.2399, 0.0276], [0.0988, 0.2077, -0.0461]]
}

Record 3
{
  "formula": "C17H27N3O4S2",
  "method": "ωB97M-V/def2-TZVPD",
  "e_tot_ha": -1925.57176,
  "orbital_gap_ev": 9.1962,
  "spin_multiplicity": 1,
  "lumo_ha": 0.0133,
  "symbols": ["C", "C", "C", "C", "C", "C", "C", "H", "H", "S", "O", "O", "N", "C", "C", "N", "S", "O", "O", "N", "C", "H", "C", "C", "H", "C", "H", "H", "C", "H", "H", "C", "H", "H", "H", "H", "H", "H", "C", "H", "C", "H", "H", "H", "H", "H", "H", "H", "H", "H", "H", "H", "H"],
  "xyz": [[-0.7840, 1.1560, -4.9833], [0.1326, 0.2910, -4.1751], [1.3056, 0.8122, -3.6369], [2.1663, 0.0091, -2.9087], [1.8509, -1.3216, -2.7135], [0.6997, -1.8639, -3.2514], [-0.1567, -1.0563, -3.9793], [-1.0567, -1.4751, -4.4051], [0.5012, -2.9141, -3.1068], [2.9456, -2.3587, -1.7380], [4.2619, -1.7973, -1.8095], [2.7346, -3.7173, -2.1403], [2.4625, -2.2469, -0.1536], [1.2292, -2.8882, 0.2286], [0.0531, -1.9070, 0.2074], [0.3456, -0.7157, 0.9862], [0.2084, -0.9182, 2.6682], [-0.3802, -2.1954, 2.9164], [1.4463, -0.5887, 3.3036], [-0.9037, 0.2203, 3.1024], [-2.2012, -0.0402, 2.5048], [-2.5052, -1.0120, 2.8999], [-3.2612, 1.0136, 2.8152], [-3.2251, 2.2034, 1.8559], [-3.1901, 1.8255, 0.8312], [-2.0555, 3.1576, 2.0812], [-2.1652, 3.6400, 3.0553], [-2.0999, 3.9416, 1.3213], [-0.6862, 2.4821, 2.0196], [0.0805, 3.2595, 2.0030], [-0.5924, 1.8982, 1.1028], [-0.4264, 1.5793, 3.2291], [-0.8803, 2.0241, 4.1214], [0.6426, 1.4804, 3.4200], [-4.1534, 2.7693, 1.9647], [-3.1575, 1.3494, 3.8462], [-4.2363, 0.5315, 2.7213], [-2.0969, -0.1388, 1.4150], [1.5737, -0.0649, 0.5630], [1.7677, 0.7537, 1.2543], [2.7601, -1.0358, 0.5693], [3.6407, -0.5940, 0.1030], [2.9880, -1.2957, 1.6084], [1.4037, 0.3374, -0.4419], [-0.8246, -2.3755, 0.6505], [-0.1742, -1.5863, -0.8150], [1.0736, -3.7187, -0.4599], [1.3365, -3.2746, 1.2483], [3.0904, 0.3913, -2.5043], [1.5477, 1.8529, -3.7954], [-0.4935, 1.1177, -6.0333], [-1.8124, 0.8115, -4.9077], [-0.7300, 2.1921, -4.6584]],
  "forces_ev_per_angstrom": [[0.0339, -0.0146, -0.0674], [0.0083, -0.0234, 0.0717], [-0.0183, -0.1049, 0.0580], [0.1170, 0.0833, -0.0443], [0.4548, -0.4169, 0.2778], [-0.0401, -0.1211, -0.0801], [0.0879, 0.0326, 0.0807], [-0.0945, -0.0477, -0.0370], [-0.0907, -0.1360, -0.0290], [0.0720, -0.0862, 0.2142], [-0.1561, 0.3070, 0.0441], [-0.3444, 0.0710, 0.0015], [0.5085, -0.2200, -1.0438], [-0.6442, -0.2543, -0.0797], [-0.1607, -0.5567, -0.0903], [-0.1163, -0.2373, 1.0551], [-0.4002, 0.4693, 0.0122], [-0.2085, -0.1343, -0.2493], [0.1584, 0.2176, -0.1102], [0.5290, -0.7045, 0.0768], [-0.5491, -0.4022, 0.0434], [-0.1611, 0.1107, -0.1526], [0.1732, -0.0220, -0.2998], [0.0029, 0.1773, 0.2892], [-0.0519, -0.0129, -0.0663], [0.0148, -0.1506, -0.3243], [0.0061, 0.0800, 0.0454], [-0.0176, 0.0686, 0.0644], [-0.1498, 0.1308, 0.2644], [0.0578, -0.0401, -0.0404], [0.0789, 0.0006, -0.1215], [0.3929, 0.4109, -0.0365], [0.0841, -0.0167, -0.0360], [-0.0947, 0.2678, 0.1172], [-0.0284, -0.0186, -0.0892], [-0.0944, -0.0024, 0.1445], [0.0444, -0.0364, 0.0829], [-0.1036, 0.0220, -0.0148], [0.4883, 0.2494, 0.0394], [0.1366, 0.1311, -0.1960], [0.1708, 0.6550, 0.1405], [0.0001, 0.1221, 0.2249], [0.0745, -0.0062, -0.1821], [-0.0191, 0.0080, 0.1792], [-0.0068, -0.0812, -0.2675], [-0.0219, -0.0083, 0.1665], [-0.1532, -0.0817, 0.1989], [0.0558, -0.0565, -0.1381], [0.1104, 0.1217, 0.0187], [0.0288, 0.1067, -0.0099], [-0.0398, 0.0471, -0.0843], [-0.0814, 0.0275, -0.0151], [-0.0434, 0.0753, -0.0065]]
}

Record 4
{
  "formula": "C17H27N6O5P",
  "method": "ωB97M-V/def2-TZVPD",
  "e_tot_ha": -1709.71443,
  "orbital_gap_ev": 4.9787,
  "spin_multiplicity": 1,
  "lumo_ha": -0.0654,
  "symbols": ["O", "N", "O", "C", "C", "C", "N", "O", "O", "C", "C", "N", "O", "N", "C", "H", "H", "C", "C", "C", "C", "N", "C", "C", "C", "N", "C", "C", "C", "C", "P", "H", "H", "H", "H", "H", "H", "H", "H", "H", "H", "H", "H", "H", "H", "H", "H", "H", "H", "H", "H", "H", "H", "H", "H", "H"],
  "xyz": [[5.2502, 4.8276, 3.1323], [4.0087, 4.8203, 3.0641], [3.3153, 5.8173, 3.3698], [3.2871, 3.6481, 2.6591], [1.8624, 3.7429, 2.5640], [1.0916, 2.6205, 2.3355], [-0.3262, 2.5623, 2.2193], [-0.9984, 3.6231, 2.1974], [-0.8715, 1.4165, 2.0979], [1.7736, 1.3460, 1.9378], [3.1919, 1.2005, 2.3567], [3.9308, 0.0891, 2.3123], [5.2058, 0.6291, 2.7980], [5.2088, 1.9810, 2.9407], [3.9152, 2.3491, 2.6828], [1.4193, 4.7260, 2.6759], [1.1445, 0.5144, 2.2244], [1.2716, -3.8740, -2.1875], [0.4262, -2.6399, -2.3877], [1.0252, -1.7723, -3.5103], [-1.0362, -3.0471, -2.6963], [0.3645, -1.7342, -1.1874], [0.3838, -2.3194, 0.1815], [-1.0341, -2.5249, 0.7022], [-1.8829, -1.2642, 0.7475], [-1.5739, -0.2627, -0.3012], [-2.6822, 0.6579, -0.7028], [-3.6437, -0.0724, -1.6517], [-2.0612, 1.8562, -1.4229], [-3.4250, 1.0970, 0.5498], [-0.7320, -0.5928, -1.6274], [1.9018, 1.3421, 0.8759], [0.8451, -4.5928, -1.4990], [1.3296, -4.3567, -3.1596], [2.2917, -3.6400, -1.8983], [0.4574, -0.8467, -3.7327], [2.0433, -1.4790, -3.2184], [1.1002, -2.3464, -4.4429], [-1.7356, -2.1597, -2.7143], [-1.1169, -3.5431, -3.6748], [-1.4184, -3.6936, -1.8896], [0.9002, -3.2898, 0.1241], [0.9557, -1.6703, 0.8723], [-1.5134, -3.2938, 0.0753], [-0.9736, -2.9137, 1.7245], [-2.9513, -1.5595, 0.7040], [-1.6896, -0.7495, 1.7041], [-4.0532, -0.9661, -1.1631], [-4.4828, 0.5795, -1.9268], [-3.1384, -0.3836, -2.5821], [-1.3464, 2.3452, -0.7523], [-1.5308, 1.5880, -2.3525], [-2.8598, 2.5644, -1.6817], [-2.7074, 1.5204, 1.2601], [-4.1552, 1.8651, 0.2607], [-3.9617, 0.2585, 1.0130]],
  "forces_ev_per_angstrom": [[-1.6752, -0.4981, -0.2924], [-0.0079, 1.1397, 0.5649], [0.9224, -0.8442, -0.4556], [-1.2296, 0.4076, 0.4060], [1.1303, 0.0813, 0.0544], [-0.3820, -0.7131, -0.2598], [0.4412, 1.0183, -0.1126], [0.6935, -1.4896, 0.1858], [0.6709, 1.3382, 0.1732], [-0.0999, -0.7646, 0.3142], [0.1641, -1.8529, -0.0976], [0.4826, 3.5506, 1.6535], [-0.7873, -0.7893, -1.0441], [-3.1214, -0.1324, -0.4641], [3.4113, 0.0356, 0.5336], [0.0160, -0.1665, 0.1196], [0.1508, -0.3472, -0.0094], [0.1965, -0.0098, -0.3676], [-0.3693, 0.5828, -0.4463], [0.3537, -0.0557, -0.4557], [-0.3217, -0.1694, -0.2460], [-0.5433, -0.3070, 0.6276], [0.1833, 0.1411, -0.0259], [0.0037, -0.4649, -0.1944], [0.2977, 0.4446, 1.1093], [-0.6296, -1.3381, -0.8296], [-0.7566, 0.5399, -0.0111], [-0.1120, -0.1882, -0.0322], [-0.0304, 0.4455, 0.1071], [-0.1392, 0.4207, -0.0394], [1.4862, 0.5827, 1.0973], [-0.5591, -0.1287, -1.2746], [-0.1064, -0.0698, 0.1866], [0.0200, -0.1881, -0.0849], [0.0860, 0.1197, 0.1719], [0.2963, -0.6301, 0.0869], [-0.2746, -0.0235, -0.0749], [-0.1023, 0.0941, 0.2002], [0.5937, -0.8946, -0.2912], [-0.0469, -0.0113, 0.3609], [0.1172, 0.0433, -0.5065], [-0.1221, 0.5278, 0.1142], [-0.1973, -0.1503, -0.5431], [0.0696, 0.2203, 0.3137], [-0.0876, -0.0469, -0.2010], [0.6182, 0.3976, -0.0996], [-0.3028, -0.1549, -0.3435], [0.0044, 0.1318, -0.1496], [0.2178, -0.1487, 0.1068], [-0.2094, 0.1602, 0.2044], [-0.1421, 0.0621, -0.0933], [-0.3722, 0.1803, 0.3093], [0.2653, -0.1351, 0.0734], [-0.3476, -0.0400, -0.0657], [0.1261, -0.2191, 0.1524], [0.0572, 0.3063, -0.1151]]
}

The highest occupied orbital energy results, record by record, are as follows: -9.02, -12.47, -8.83, -6.76 eV.
The max |F| results, record by record, are as follows: 2.9, 1.9, 1.2, 3.9 eV/A.